# 1
Computed, not measured: a cluster of 6 separate species, C34H39F2NO19 in total, with the ωB97M-V functional and the def2-TZVPD basis.

```
! wB97M-V def2-TZVPD RIJCOSX def2/J DEFGRID3
* xyz 0 1
C 0.28094 2.64397 4.45512
C -0.96001 1.66798 4.01309
C -1.14626 1.46906 2.39576
C -2.31430 2.33364 1.57666
C -2.55197 2.17906 -0.04751
C -1.63227 1.08886 -0.90112
C -0.47305 0.21934 -0.13061
C -0.21680 0.42915 1.50807
C 1.02137 -0.47678 2.14657
O 1.59169 -0.17961 3.34785
C 1.68655 -1.76673 1.35501
N 2.60992 -2.79805 1.96416
C 1.96336 -3.58769 3.07946
O 1.20380 -3.10690 4.06634
F 2.22092 -5.07462 3.10163
C 3.92898 -2.17616 2.36526
O 4.72512 -1.71885 1.35907
F 4.37337 -1.98861 3.76621
C 1.39194 -1.92214 -0.12600
C 0.45356 -0.87864 -0.98210
O 0.42873 -0.94025 -2.34200
H -0.16799 3.44162 5.21396
H 0.85450 3.12929 3.55533
H 1.03959 1.99035 5.09658
H -2.01218 1.98633 4.47051
H -0.74359 0.59073 4.47772
H -2.98745 3.11462 2.13997
H -3.37855 2.83601 -0.59808
H -1.86730 1.00018 -2.06526
H 1.88957 -2.82674 -0.71951
C -1.39317 -6.49634 3.32246
C -1.91030 -5.08875 3.54045
C -2.36706 -4.82977 4.94444
O -3.33898 -3.81422 4.76781
C -3.84796 -3.98271 3.50995
O -4.84427 -3.42217 3.08778
O -3.09343 -4.86709 2.79004
H -0.50481 -6.69134 3.93053
H -2.15869 -7.24094 3.56702
H -1.13777 -6.64783 2.26828
H -1.16157 -4.35575 3.21744
H -1.55579 -4.48028 5.58923
H -2.85052 -5.69286 5.41448
C 1.36362 5.48416 9.60645
C 0.00008 5.52347 8.94658
C -0.99778 4.60111 9.57937
O -1.87436 4.31409 8.50402
C -1.13535 4.43999 7.36049
O -1.50147 4.07160 6.25808
O 0.07092 5.02989 7.61865
H 1.31152 5.82252 10.64556
H 1.78393 4.47265 9.58529
H 2.06679 6.12435 9.06314
H -0.37157 6.55421 8.90583
H -1.53912 5.07428 10.40346
H -0.56285 3.65959 9.93148
C 0.79814 3.75463 -5.15048
C -0.43352 4.05538 -4.32054
C -0.71653 5.52055 -4.17888
O -1.40630 5.58106 -2.94287
C -0.96634 4.51813 -2.20376
O -1.18667 4.36576 -1.01494
O -0.24243 3.65108 -2.97441
H 0.67696 4.10210 -6.18078
H 1.68884 4.22655 -4.72130
H 0.99312 2.67700 -5.16358
H -1.29976 3.51310 -4.71775
H -1.34188 5.90488 -4.98960
H 0.18616 6.13599 -4.10140
C 2.23538 -1.34211 -8.49241
C 1.71826 0.06548 -8.27443
C 1.26149 0.32446 -6.87044
O 0.28957 1.34001 -7.04707
C -0.21940 1.17152 -8.30493
O -1.21571 1.73206 -8.72710
O 0.53512 0.28714 -9.02483
H 3.12374 -1.53711 -7.88435
H 1.46987 -2.08671 -8.24786
H 2.49078 -1.49360 -9.54659
H 2.46698 0.79848 -8.59743
H 2.07276 0.67395 -6.22565
H 0.77803 -0.53863 -6.40040
C -0.13429 -4.19780 -3.65337
C 0.41760 -4.73388 -4.95884
C 1.58870 -3.95549 -5.47800
O 1.50422 -4.17098 -6.87571
C 0.18390 -4.39489 -7.15184
O -0.29273 -4.41602 -8.27320
O -0.53164 -4.58739 -6.00265
H 0.60651 -4.26678 -2.85124
H -0.44718 -3.15289 -3.75594
H -1.02561 -4.76159 -3.35812
H 0.65253 -5.80042 -4.86138
H 2.54111 -4.32441 -5.08701
H 1.51797 -2.87892 -5.28937
*
```

The value obtained for the LUMO energy is -2.3655 eV. The calculation puts the highest occupied orbital energy at -8.76 eV. The calculation puts the HOMO-LUMO gap at 0.2349 Ha. As for the SMILES: CCc1cccc2c1C(=O)C(N(C(=O)F)C(=O)F)=CC2=O.C[C@@H]1COC(=O)O1.C[C@@H]1COC(=O)O1.C[C@@H]1COC(=O)O1.C[C@@H]1COC(=O)O1.C[C@@H]1COC(=O)O1.

Löwdin atomic charge list, values in e, 6 entries: atom 1 (C): -0.12, atom 2 (C): -0.22, atom 3 (C): -0.05, atom 4 (C): 0.02, atom 5 (C): -0.03, atom 6 (C): 0.01



# 2
Computed, not measured: a structure of composition C38H31Cl3F5O3PReS, with the ωB97M-V functional and the def2-TZVPD basis.

```
! wB97M-V def2-TZVPD RIJCOSX def2/J DEFGRID3
* xyz 0 4
Re -0.43823 0.43824 0.21241
C -0.47255 3.99180 -4.86598
C -0.22456 4.24780 -3.52495
C -0.68646 3.36233 -2.55959
C -1.39398 2.22687 -2.93415
C -1.64463 1.97362 -4.28112
C -1.18599 2.85724 -5.24299
P -1.93518 1.06533 -1.66859
C -3.72652 1.27583 -1.54389
C -4.53306 0.19651 -1.18516
C -5.90002 0.37496 -1.04179
C -6.46381 1.62770 -1.24554
C -5.66268 2.70350 -1.60282
C -4.29497 2.53022 -1.75308
C -1.56074 -0.60856 -2.18963
C -1.99560 -1.44086 -3.21519
C -1.47280 -2.72400 -3.27302
C -0.54881 -3.16262 -2.32094
C -0.13736 -2.34210 -1.28000
C -0.65606 -1.05270 -1.22535
H -0.10164 4.67187 -5.62320
H 0.34855 5.11616 -3.22348
H -0.47291 3.54701 -1.51898
H -2.19011 1.08474 -4.58047
H -1.37657 2.65916 -6.29147
H -4.09629 -0.78227 -1.02882
H -6.52588 -0.46550 -0.76701
H -7.53172 1.76603 -1.12672
H -6.10338 3.67802 -1.77006
H -3.67094 3.36780 -2.04235
H -2.72397 -1.10752 -3.94638
H -1.78988 -3.39558 -4.06251
H -0.16054 -4.17267 -2.38532
H 0.55681 -2.69285 -0.52695
C 1.85107 0.89376 -3.17516
C 2.97079 1.41768 -2.26954
C 3.47031 0.33289 -1.30945
C 2.60516 2.72417 -1.57581
C 3.23156 3.88905 -2.00555
C 2.99398 5.11302 -1.40775
C 2.13664 5.16721 -0.32320
C 1.47340 4.03734 0.15002
C 0.61999 4.20914 1.40751
C 1.03636 3.29520 2.56069
C -0.89292 4.15221 1.18143
C 1.67800 2.81697 -0.52737
O 0.98087 1.70058 -0.17295
H 2.19129 0.01094 -3.72679
H 1.53612 1.65340 -3.89608
H 0.98390 0.59973 -2.58778
H 3.81050 1.67010 -2.92064
H 2.68584 -0.01082 -0.63715
H 4.29860 0.70017 -0.70017
H 3.82567 -0.53254 -1.87815
H 3.93536 3.82222 -2.82875
H 3.49751 6.00600 -1.75837
H 1.98086 6.11039 0.19146
H 0.82350 5.22865 1.74200
H 0.75625 2.26061 2.39293
H 0.55371 3.60875 3.48997
H 2.11711 3.31764 2.71030
H -1.23882 3.14726 0.92127
H -1.20797 4.83121 0.38723
H -1.42237 4.43304 2.09347
F -0.72540 -0.51317 6.94154
C -1.08702 -0.54144 5.66531
C -1.46941 0.62238 5.03057
F -1.47241 1.77474 5.70130
C -1.83044 0.58246 3.70224
F -2.17197 1.73396 3.11871
C -1.81658 -0.59686 2.97103
S -2.28400 -0.65706 1.26728
C -1.42663 -1.74851 3.63729
F -1.35120 -2.90899 2.98578
C -1.07021 -1.73174 4.96860
F -0.68052 -2.85001 5.57888
Cl 4.12413 -0.58529 2.51950
C 2.68629 -1.63135 2.61426
Cl 2.62185 -2.42493 4.18631
Cl 2.78189 -2.86565 1.34701
C 1.45386 -0.67230 2.47367
O 1.11066 -0.05822 3.45012
O 0.93925 -0.65425 1.28095
*
```

The value obtained for the LUMO energy (alpha / beta) is -0.1099 / -1.3871 eV. The energy above the lowest of the compared OMol25 structures with the same formula, charge and spin is 0.0 kcal per mole. The calculation puts the highest occupied orbital energy (alpha / beta) at -8.00 / -8.37 eV. The calculation puts the HOMO-LUMO gap (alpha / beta) at 0.2899 / 0.2565 Ha.

Löwdin atomic charge list, values in e, 6 entries: atom 1 (Re): 1.32, atom 2 (C): -0.07, atom 3 (C): -0.05, atom 4 (C): -0.09, atom 5 (C): -0.36, atom 6 (C): -0.07



# 3
Computed, not measured: a structure of composition C36H30ClCrN7OS2, with the ωB97M-V functional and the def2-TZVPD basis.

```
! wB97M-V def2-TZVPD RIJCOSX def2/J DEFGRID3
* xyz 1 2
Cr 0.01275 1.21035 -0.25121
Cl -5.08300 -1.01761 4.45205
C -3.76279 -0.32936 3.56192
C -3.03107 0.72981 4.11478
C -1.98740 1.28844 3.42056
C -1.63778 0.82767 2.13881
O -0.64169 1.39205 1.50400
C -2.37463 -0.24317 1.59197
C -2.10628 -0.80160 0.29955
N -1.25172 -0.41204 -0.58888
C -1.36797 -1.10647 -1.84963
C -2.59088 -1.18261 -2.47019
C -2.76754 -1.83671 -3.70752
C -1.71207 -2.42990 -4.32674
C -0.43349 -2.38862 -3.72226
C 0.69011 -3.02027 -4.30157
C 1.89068 -2.99031 -3.65746
C 1.96984 -2.30576 -2.42726
N 0.95971 -1.68906 -1.86985
C -0.24553 -1.72237 -2.48616
C -3.43229 -0.81368 2.33000
H -3.29544 1.09846 5.09887
H -1.40779 2.10070 3.84130
H -2.72466 -1.66116 0.04622
H -3.45380 -0.72817 -1.99656
H -3.75352 -1.86530 -4.15458
H -1.83793 -2.94460 -5.27193
H 0.57585 -3.53659 -5.24847
H 2.76702 -3.47656 -4.06872
H 2.91123 -2.27904 -1.87799
H -3.99400 -1.63964 1.90700
S 3.46862 0.25978 2.36150
C 2.69068 -1.23773 2.06505
C 1.67526 -1.12897 1.16333
C 1.50155 0.20112 0.66809
C 2.41651 1.04804 1.24682
C 2.35837 2.47134 0.97401
C 3.23115 3.43739 1.46967
C 3.08068 4.74970 1.07275
C 2.07093 5.08015 0.17118
C 1.23514 4.07767 -0.26215
N 1.34883 2.80740 0.14379
H 3.03582 -2.12426 2.58074
H 1.07308 -1.97315 0.85016
H 4.01457 3.14080 2.15503
H 3.74825 5.51574 1.44776
H 1.93709 6.09548 -0.17808
H 0.43549 4.28158 -0.96811
C 4.01827 0.90969 -3.83895
C 2.61782 1.28231 -3.48832
C 1.59511 1.84214 -4.22951
C 0.47941 1.89955 -3.38532
N 0.80881 1.40465 -2.18172
N 2.10506 1.04217 -2.28120
C -0.87222 2.41803 -3.74834
H 4.30052 1.35242 -4.79058
H 4.10864 -0.17496 -3.92523
H 4.72124 1.24907 -3.07662
H 1.63915 2.16672 -5.25830
H 2.54041 0.60008 -1.48334
H -0.81355 2.96162 -4.68929
H -1.26103 3.08135 -2.98362
H -1.58069 1.59550 -3.87846
N -6.75898 3.89757 -0.33364
C -5.76885 4.10440 0.54670
S -6.01556 4.88867 1.97100
C -4.42886 3.55070 0.15809
C -3.26471 4.04901 0.72681
C -2.04685 3.51633 0.35897
N -1.91101 2.51399 -0.52221
C -3.02968 2.04051 -1.06970
C -4.29036 2.52438 -0.77006
H -7.66439 4.28156 -0.11996
H -6.60604 3.52899 -1.25524
H -3.31907 4.83810 1.46338
H -1.13562 3.88478 0.81043
H -2.90811 1.24373 -1.78865
H -5.14908 2.05754 -1.23583
*
```

The value obtained for the LUMO energy (alpha / beta) is -3.1927 / -3.0437 eV. The energy above the lowest of the compared OMol25 structures with the same formula, charge and spin is 6.0 kcal per mole. The calculation puts the highest occupied orbital energy (alpha / beta) at -10.22 / -10.21 eV. The calculation puts the HOMO-LUMO gap (alpha / beta) at 0.2584 / 0.2634 Ha.

Löwdin atomic charge list, values in e, 6 entries: atom 1 (Cr): 0.79, atom 2 (Cl): 0.68, atom 3 (C): -0.66, atom 4 (C): -0.07, atom 5 (C): 0.02, atom 6 (C): -0.31



# 4
Computed, not measured: a cluster of 8 separate species, H16O8 in total, with the ωB97M-V functional and the def2-TZVPD basis.

```
! wB97M-V def2-TZVPD RIJCOSX def2/J DEFGRID3
* xyz 1 2
O -0.50499 -0.06676 -3.47832
H -0.80433 0.50169 -4.18790
H -0.73116 0.40824 -2.67865
O 3.35105 1.01470 0.17068
H 3.24745 1.95993 0.06093
H 2.79355 0.79731 0.91778
O 0.77683 2.29367 1.69891
H 1.30594 2.80740 2.30912
H 0.34418 2.94621 1.14824
O -2.28677 -0.38749 -1.09055
H -2.54793 -1.05153 -0.45253
H -2.83068 -0.56496 -1.85795
O 2.15436 -2.25879 1.84331
H 1.66570 -1.59572 1.35568
H 1.70732 -2.31355 2.68793
O 0.20058 -0.80170 0.29113
H 0.42503 0.02110 0.72571
H -0.41545 -0.54952 -0.39673
O -1.67507 1.64390 3.01262
H -0.85094 1.69792 2.52876
H -1.81339 0.70635 3.14713
O -1.40546 -2.67154 -2.74347
H -0.77517 -2.78999 -2.03288
H -1.33067 -1.74677 -2.97893
*
```

The value obtained for the LUMO energy (alpha / beta) is -3.3957 / -11.5839 eV. The energy above the lowest of the compared OMol25 structures with the same formula, charge and spin is 36.0 kcal per mole. The calculation puts the highest occupied orbital energy (alpha / beta) at -14.26 / -14.00 eV. The calculation puts the HOMO-LUMO gap (alpha / beta) at 0.3992 / 0.0889 Ha.

Löwdin atomic charge list, values in e, 6 entries: atom 1 (O): -0.02, atom 2 (H): 0.07, atom 3 (H): 0.03, atom 4 (O): -0.02, atom 5 (H): 0.04, atom 6 (H): 0.00